C2H5P | wB97M-V/def2-TZVPD

```
8
C2H5P, DFT wB97M-V/def2-TZVPD
C -0.05 -0.49 -1.53
C 0.50 0.37 1.30
P -0.55 -0.11 0.04
H -0.94 -0.49 -2.19
H 0.84 0.23 -1.83
H 0.12 0.32 2.30
H 1.27 1.24 1.16
H -1.19 -1.06 0.76
```

- E: -11439.98504 eV
- Strongest force on any atom: 3.32 eV/A
- Energy relative to the best compared isomer or geometry (same formula, charge and spin): 2.5275 eV
- Lowest unoccupied orbital energy (alpha / beta): -0.358 / -0.360 eV

Charges per atom according to Löwdin partitioning, unit e: C -0.359; C -0.327; P 0.741; H -0.036; H 0.034; H -0.044; H 0.030; H -0.038